Record 1
The following is a DFT calculation (wB97M-V/def2-TZVPD) of 5 unconnected molecules or ions with the total composition C38H40FN2O14.

Element x y z (Å)
H1 4.175 0.607 -0.190
C1 1.812 -4.831 -3.890
C2 -2.212 4.388 -1.834
H2 -2.369 -8.633 1.197
H3 2.704 4.679 0.478
H4 -0.089 -0.013 -1.654
H5 1.725 3.851 1.703
C3 0.798 -0.153 0.279
C4 -3.183 -7.922 1.266
C5 -2.878 -6.517 0.897
C6 1.756 7.739 -0.903
O1 2.349 2.668 0.118
H6 0.617 0.831 0.723
H7 -0.227 8.659 -0.794
H8 -0.910 0.545 2.157
C7 1.127 9.926 -1.823
C8 -0.365 -0.432 -0.684
N1 -3.192 3.506 -1.179
H9 0.853 -0.921 1.052
H10 -2.534 3.977 0.822
H11 1.451 -5.851 -3.874
O2 2.835 11.125 -2.915
H12 0.433 10.731 -2.028
C9 0.776 8.825 -1.167
N2 -1.649 0.157 -0.329
C10 1.565 -3.803 1.550
H13 2.429 -1.044 -0.815
C11 -3.958 -5.512 0.992
H14 3.361 -1.201 -3.988
C12 -5.186 -5.852 1.382
C13 3.774 -3.264 -4.267
C14 2.138 -0.051 -0.455
C15 3.241 -4.651 -4.245
C16 -1.903 0.105 2.220
H15 1.023 4.218 0.120
H16 -3.659 -4.494 0.740
H17 3.537 -0.223 1.210
C17 -1.696 1.594 -0.431
O3 -2.407 2.420 2.845
C18 1.033 -3.790 -3.608
C19 1.937 3.915 0.629
O4 -3.263 -2.545 0.283
O5 -3.837 0.825 3.470
H18 -1.513 2.480 3.196
H19 -4.092 3.158 0.685
C20 2.341 -4.863 4.095
O6 0.246 -5.923 4.078
H20 4.495 9.196 -2.434
O7 -1.780 -6.157 0.527
C21 -5.509 -7.253 1.734
C22 -2.823 1.083 2.905
H21 -1.297 3.858 -2.114
C23 -2.301 -1.953 0.769
H22 -1.866 -0.779 2.853
F1 -3.673 0.065 0.656
H23 -4.678 -9.273 1.926
H24 -0.475 -1.502 -0.845
H25 -5.989 -5.131 1.467
O8 -3.292 1.465 -2.211
H26 1.337 -3.351 0.593
H27 2.025 0.600 -1.323
H28 -3.934 4.865 0.212
H29 -1.716 2.094 0.542
O9 -1.231 -2.405 1.246
C24 3.142 7.931 -1.403
H30 3.823 2.278 1.532
H31 -0.779 1.941 -0.923
H32 4.821 -3.162 -4.523
H33 -1.947 5.214 -1.172
O10 -6.620 -7.594 2.089
C25 3.492 9.033 -2.059
H34 -0.011 -3.891 -3.339
C26 1.019 -5.193 3.494
C27 -2.361 -0.382 0.797
C28 -3.440 3.891 0.211
O11 1.438 6.735 -0.307
O12 0.857 -1.458 -3.373
C29 3.202 -4.067 3.469
C30 2.999 -2.222 -3.984
C31 2.879 -3.473 2.143
O13 3.677 -2.746 1.584
H35 4.169 -3.809 3.883
O14 3.952 -5.598 -4.510
H36 -0.262 -4.841 1.742
H37 -2.627 4.812 -2.752
C32 0.701 -4.602 2.172
C33 -2.812 2.118 -1.337
H38 3.835 7.124 -1.201
C34 3.273 0.486 0.419
C35 2.936 1.815 1.077
H39 2.550 -5.307 5.060
C36 -4.410 -8.260 1.652
C37 1.565 -2.402 -3.637
H40 2.222 1.649 1.897
C38 2.514 10.119 -2.320

Its multiplicity is 1. The charge is -1. The molar mass is 767.74 Da. The calculation puts the total energy at -74414.12891 eV.

=====

Record 2
The following is a DFT calculation (wB97M-V/def2-TZVPD) of a molecular structure, C52H48As2N3O14Sc at a distorted geometry.

Element x y z (Å)
C1 -1.132 -1.756 2.980
C2 -1.937 1.837 -6.200
H1 4.489 -3.283 -1.620
H2 -1.676 0.401 6.479
H3 -0.313 6.243 3.382
H4 -1.507 -5.666 2.434
C3 -0.626 -3.356 -4.265
O1 0.715 2.660 5.453
C4 2.004 -2.882 -1.033
H5 -0.900 -5.536 0.764
C5 3.446 -4.815 -2.171
H6 3.112 2.242 -2.811
C6 -0.592 -0.992 -3.214
C7 1.423 -2.128 -4.160
C8 -0.363 4.520 2.113
C9 -0.690 1.337 -4.207
H7 -1.609 -1.944 -1.546
C10 -0.049 4.065 -1.576
C11 0.581 4.480 -2.738
O2 3.282 -0.494 2.438
H8 -1.424 4.634 1.930
H9 1.111 -3.784 2.744
C12 2.082 -3.160 -4.809
H10 -2.591 -5.085 1.167
H11 -0.086 1.654 -3.368
H12 -2.593 -1.943 -3.044
As1 -1.414 0.977 3.973
H13 2.288 2.575 1.376
C13 -0.217 2.528 0.469
H14 1.951 -1.231 -3.863
H15 -0.522 -5.273 -5.215
Sc1 0.434 -0.181 -0.483
C14 1.007 -4.776 -1.560
O3 1.555 0.794 6.384
C15 1.388 -4.299 -5.191
H16 1.900 -5.112 -5.689
O4 4.586 -4.164 -2.080
C16 0.060 -2.211 -3.876
H17 -3.623 -0.036 2.114
C17 2.683 0.232 3.391
C18 1.581 2.334 -1.318
O5 3.351 -5.895 -2.703
C19 0.362 3.498 1.515
C20 -2.544 -0.077 -2.010
H18 -3.169 1.072 5.806
C21 1.713 3.821 -3.200
O6 0.119 1.211 0.785
C22 -1.556 -5.094 1.509
C23 -1.004 -0.011 -4.329
C24 2.238 -4.163 -1.589
N1 0.147 -3.902 -1.018
H19 3.402 4.182 2.860
H20 -2.315 2.555 -6.918
O7 -2.715 -3.543 3.239
H21 -4.070 -0.152 -3.515
C25 -3.131 -1.315 4.400
C26 -2.348 1.859 -0.774
C27 -1.757 -0.432 -5.421
C28 1.028 1.356 5.463
O8 4.146 -1.880 -0.923
C29 -2.083 1.161 5.817
H22 2.285 3.491 6.515
C30 1.200 3.403 6.577
H23 -4.133 -1.717 1.811
H24 -4.806 2.188 -3.081
C31 2.933 -1.729 -0.769
O9 3.253 1.063 4.050
H25 -5.344 -0.473 2.172
H26 5.281 -0.813 2.874
C32 -4.007 1.741 -2.503
O10 -1.086 -3.758 1.727
C33 -2.224 0.488 -6.348
H27 1.895 -2.650 3.863
C34 0.463 0.656 4.273
H28 -1.688 -3.461 -4.075
H29 -0.828 -4.043 -0.822
H30 0.191 5.329 -3.286
C35 1.647 -2.844 2.822
H31 2.119 6.078 3.821
H32 4.878 0.827 2.333
H33 0.939 2.900 7.506
N2 -1.946 0.600 -1.018
N3 0.725 -2.748 -0.690
H34 2.204 4.146 -4.108
C36 -1.877 -0.902 3.689
C37 -1.153 2.257 -5.136
C38 2.216 2.752 -2.480
C39 1.214 -0.054 3.430
C40 -3.350 2.463 -1.523
C41 -1.753 2.622 0.375
H35 -3.633 3.486 -1.311
H36 -0.902 3.304 -5.020
C42 0.268 5.442 2.940
O11 0.281 -0.406 -2.319
H37 0.725 -5.760 -1.894
H38 -0.910 4.618 -1.223
C43 -1.735 -3.088 2.707
H39 2.041 1.536 -0.740
H40 4.861 -0.530 1.159
C44 1.719 3.386 1.813
As2 0.579 -1.343 2.099
H41 0.735 4.381 6.520
O12 2.377 -0.658 -0.358
C45 -1.910 -1.368 -2.424
C46 0.034 -4.392 -4.916
C47 4.670 -0.230 2.185
C48 2.347 4.295 2.645
C49 -3.604 0.443 -2.743
O13 -3.095 -1.663 5.545
O14 -4.310 -1.103 3.787
C50 -4.337 -0.816 2.391
H42 -1.825 2.156 6.174
H43 -1.978 -1.484 -5.555
C51 0.431 2.973 -0.857
H44 -2.134 2.199 1.306
H45 3.143 -3.078 -5.013
H46 2.564 -2.915 2.242
H47 -2.814 0.149 -7.191
C52 1.625 5.345 3.195
H48 -2.087 3.654 0.310

Its multiplicity is 1. The molar mass is 1133.76 Da. The relative energy (zero: lowest compared OMol25 entry of this formula, charge and spin) comes out at 35.7 kJ/mol. The calculation puts the total energy at -230221.49653 eV.

=====

Record 3
The following is a DFT calculation (wB97M-V/def2-TZVPD) of C3H4O3 in the gas phase at a distorted geometry.

Element x y z (Å)
O1 -1.605 0.440 0.792
H1 -1.681 0.943 1.626
O2 0.514 0.651 1.396
C1 1.478 0.020 -1.323
C2 0.044 -0.455 -0.769
H2 1.760 1.309 0.168
C3 -0.314 0.172 0.635
H3 -0.843 -0.013 -1.366
H4 -0.037 -1.626 -0.700
O3 2.160 0.881 -0.677

Its multiplicity is 1. The molar mass is 88.06 Da. The relative energy (zero: lowest compared OMol25 entry of this formula, charge and spin) comes out at 314.4 kJ/mol. The calculation puts the total energy at -9315.44255 eV.

=====

Record 4
The following is a DFT calculation (wB97M-V/def2-TZVPD) of a molecular structure, H14O7 at a distorted geometry.

Element x y z (Å)
H1 1.673 0.972 1.934
H2 -0.246 0.456 -1.460
H3 0.424 -0.482 1.889
O1 -0.237 -1.391 -0.360
O2 -2.367 -0.261 0.538
H4 0.023 -0.254 -0.389
O3 1.482 0.120 1.542
O4 -0.164 -0.715 2.608
O5 -0.562 0.438 -2.363
H5 -2.231 0.467 1.143
O6 0.039 0.701 -0.324
H6 2.163 -0.460 1.883
H7 0.494 -1.787 0.115
H8 1.108 2.017 -3.153
H9 -0.638 -0.493 -2.572
H10 -1.523 -0.713 0.512
H11 -0.890 -2.087 -0.420
H12 0.415 -1.043 3.295
O7 0.378 2.239 -2.574
H13 0.611 0.881 0.423
H14 0.050 1.393 -2.268

Its multiplicity is 1. The molar mass is 126.10 Da. The relative energy (zero: lowest compared OMol25 entry of this formula, charge and spin) comes out at 890.0 kJ/mol. The calculation puts the total energy at -14552.23671 eV.

=====

Record 5
The following is a DFT calculation (wB97M-V/def2-TZVPD) of 2 unconnected molecules or ions with the total composition C10H25BN2 at a distorted geometry.

Element x y z (Å)
H1 -0.043 2.003 -1.704
H2 -0.980 2.514 1.815
H3 2.241 1.421 -1.549
H4 2.919 -1.933 1.558
H5 1.110 0.269 -1.147
H6 5.040 -0.080 -0.338
N1 2.927 -0.163 0.046
H7 -0.218 3.109 -0.429
C1 -2.225 -1.688 -1.091
H8 -1.767 -2.811 1.522
H9 -0.092 -3.278 -0.422
H10 -3.143 0.560 0.750
H11 0.323 -1.885 -1.389
H12 -1.700 2.865 -1.243
H13 -2.922 2.341 0.459
H14 2.377 -0.286 -2.066
C2 -1.082 -1.272 -0.018
H15 4.150 1.603 -0.235
N2 -0.679 0.000 -0.355
H16 -1.729 -1.515 -1.979
C3 -1.507 -1.637 1.395
C4 -2.752 1.310 0.131
C5 0.086 -2.230 -0.334
C6 -1.240 1.245 0.070
C7 2.169 0.319 -1.144
H17 0.916 -2.161 0.379
H18 -2.493 -2.692 -0.742
C8 -0.571 1.590 1.482
H19 -0.575 0.696 2.076
H20 -0.792 -1.340 2.106
H21 -2.458 -1.054 1.599
H22 0.420 1.739 1.343
H23 -2.903 -0.880 -0.911
C9 -0.785 2.387 -0.966
C10 4.213 0.519 0.168
H24 4.506 0.397 1.209
H25 -3.231 1.180 -0.875
B1 2.488 -1.161 0.831

Its multiplicity is 1. The molar mass is 184.14 Da. The relative energy (zero: lowest compared OMol25 entry of this formula, charge and spin) comes out at 535.5 kJ/mol. The calculation puts the total energy at -14424.29991 eV.

=====

Record 6
The following is a DFT calculation (wB97M-V/def2-TZVPD) of C4H5NO2 in the gas phase.

Element x y z (Å)
C1 -0.908 0.762 0.467
O1 -1.247 -0.397 1.226
N1 1.210 0.163 -0.247
C2 -0.991 -0.554 -0.159
H1 -1.803 -0.809 -0.830
H2 -1.686 1.514 0.399
H3 0.495 -1.471 -1.422
O2 1.019 2.268 0.682
C3 0.425 -1.050 -0.418
H4 0.725 -1.822 0.307
C4 0.553 1.190 0.382
H5 2.207 0.205 -0.387

Its multiplicity is 1. The SMILES is O=C1NC[C@H]2O[C@@H]12. The molar mass is 99.09 Da. The relative energy (zero: lowest compared OMol25 entry of this formula, charge and spin) comes out at 121.4 kJ/mol. The calculation puts the total energy at -9813.05703 eV.